1.
Molecular formula: C39H58IN3O20S6
Method: DFT, wB97M-V/def2-TZVPD

Its frontier orbital gap is 8.16 eV. For the HOMO energy, the calculation gives -0.2927 Ha. Its SMILES is COCCCCc1cc(COC)c(OC#N)c2c1N(CCCCNC(C)=O)c1c(S)c(CCC(C)C)cc(I)c1S2.O=S1(=O)OCCO1.O=S1(=O)OCCO1.O=S1(=O)OCCO1.O=S1(=O)OCCO1. The value obtained for the LUMO energy is 0.20 eV. The charge is 0. For the energy relative to the best compared isomer or geometry (same formula, charge and spin), the calculation gives 52.5 kJ/mol.

Structure (XYZ):
```
127
Properties=species:S:1:pos:R:3:lowdin_charge:R:1
I -6.24723 -1.94453 2.74592 0.903
S 7.08744 -5.19555 -1.47743 0.644
S -3.31279 -0.38913 2.13536 1.013
S 2.38405 6.36098 3.89953 0.596
S -4.28203 0.02370 -3.27632 0.879
S 1.24939 -2.83998 3.82374 0.606
S 6.32734 -0.73699 0.01687 0.601
O -0.02693 -3.30463 4.66808 -0.182
O 0.99192 -3.10043 2.45177 -0.232
O 1.11370 -1.27206 4.09673 -0.180
O 6.68661 -6.45009 -2.38851 -0.174
O 4.94235 -0.53885 -0.21232 -0.236
O 0.19879 -4.46145 -2.14143 0.109
O -1.77908 4.57095 4.04542 -0.163
O 6.18084 -5.56907 -0.21340 -0.167
O 6.57581 -4.02257 -2.09283 -0.274
O 1.10862 6.71796 3.39247 -0.222
O 3.47532 7.29588 3.19622 -0.184
O 7.14623 0.07997 -1.09078 -0.192
O 6.72487 -2.20320 -0.47155 -0.178
O 3.32878 3.05472 -1.43376 -0.180
O 6.91303 -0.51029 1.28615 -0.206
O 8.44820 -5.29732 -1.10139 -0.185
O -2.30141 1.64205 3.92843 0.031
O 2.84338 4.97787 3.23438 -0.195
O 2.42967 -3.30588 4.45225 -0.209
O 2.64521 6.29515 5.28926 -0.206
N -4.46791 2.49288 4.62323 0.196
N -2.60196 0.33336 -0.75666 -0.043
N 1.94436 -2.97712 -2.34142 0.020
C -8.05684 -0.52033 -2.76911 -0.161
C -10.51761 -0.38616 -3.37238 -0.077
C 4.34023 2.26280 -0.84112 -0.105
C 5.93051 -7.40315 -1.62612 -0.150
C -1.32886 2.34178 -0.09483 -0.125
C -1.60900 -0.47422 -1.50442 -0.171
C 1.33679 3.02640 -2.79011 -0.152
C -6.33631 -1.58797 -0.23702 -0.111
C -9.37378 -1.28046 -2.89982 -0.447
C -4.31413 -0.70395 0.71476 -0.489
C 0.78127 -0.81350 -2.04486 -0.166
C -5.54071 -1.33873 0.86810 -0.710
C -0.91335 3.20317 0.91653 0.036
C 1.13566 -3.92364 -1.62596 -0.499
C 2.58965 2.29647 -2.36521 -0.256
C -4.69325 -0.52681 -1.64270 -0.437
C 7.39653 -2.14691 -1.73676 -0.234
C -3.43540 2.15853 4.28503 -0.358
C -3.84864 -0.30292 -0.53545 -0.238
C -5.92051 -1.18541 -1.50071 -0.243
C 5.21872 -6.56559 -0.58598 -0.153
C 1.54758 -4.24543 -0.20595 -0.003
C 4.51802 6.48292 2.63626 -0.156
C -0.74091 3.99133 3.28987 -0.166
C -2.41234 1.02844 1.58405 -0.329
C -2.37121 5.71098 3.45512 -0.083
C -9.76929 -2.01623 -1.61728 -0.075
C -0.19472 -0.98324 4.61667 -0.156
C -0.87320 2.64801 -1.50390 -0.114
C 2.01887 -1.64737 -1.71024 -0.205
C -0.22771 -0.62894 -0.88010 -0.133
C -1.22549 3.01862 2.25772 -0.104
C 0.48726 3.38923 -1.55063 -0.173
C -6.83597 -1.47405 -2.66544 -0.174
C 8.08768 -0.79768 -1.73168 -0.135
C -1.97676 1.90314 2.56521 -0.203
C -0.54733 -2.20621 5.43407 -0.146
C 3.80937 5.21685 2.19925 -0.155
C -2.12416 1.23011 0.23166 -0.169
H -3.43914 1.00322 -2.92725 -0.124
H -0.32071 4.07196 0.68595 0.118
H 3.27969 5.35652 1.25464 0.135
H 4.10003 2.04802 0.20134 0.089
H 4.48004 4.36608 2.11686 0.134
H 4.91913 -7.14130 0.28472 0.142
H 6.64877 -2.21533 -2.52889 0.134
H 8.09158 -2.97698 -1.82209 0.112
H 1.07158 3.12857 -0.67623 0.100
H -10.52683 0.54826 -2.81677 0.082
H -2.50520 6.45802 4.23345 0.090
H 0.09811 0.23940 -0.31476 0.112
H -0.15531 -1.53134 -0.27982 0.112
H 5.25599 6.28273 3.41570 0.135
H -11.45832 -0.90787 -3.21140 0.070
H -1.61894 -2.32471 5.56797 0.139
H -7.28300 -2.08101 -0.09599 0.084
H 2.21769 -1.68758 -0.63910 0.108
H -7.92116 0.08666 -3.66179 0.112
H -8.06513 0.14914 -1.90945 0.123
H 0.89400 -4.97860 0.24602 0.088
H -0.13438 4.75595 2.80931 0.091
H 0.25370 -1.31503 -2.85444 0.118
H -1.74760 6.15608 2.68086 0.086
H -0.09027 3.47210 3.99369 0.141
H 4.34808 -6.05878 -1.00758 0.120
H -2.03193 -1.46054 -1.67338 0.136
H 1.63659 3.93561 -3.30429 0.112
H -9.85676 -1.30549 -0.79781 0.088
H 6.62336 -8.11050 -1.16683 0.136
H 0.74413 2.40296 -3.45489 0.110
H -0.87930 -0.85922 3.77889 0.099
H 4.44703 1.31022 -1.33792 0.049
H 2.87227 -1.16198 -2.17629 0.108
H 9.00165 -0.81668 -1.13487 0.135
H 2.32151 1.33556 -1.92590 0.093
H -0.16757 -0.07216 5.20742 0.139
H 0.27520 4.45405 -1.54741 0.113
H -3.35624 5.48560 3.04646 0.088
H -9.04623 -2.78296 -1.35403 0.060
H 5.30590 2.76863 -0.85239 0.092
H -1.63227 3.20061 -2.05634 0.130
H -1.47678 -0.06262 -2.50243 0.079
H -10.46320 -0.20396 -4.44156 0.075
H 3.21714 2.10310 -3.24269 0.134
H 5.24406 -7.93697 -2.27719 0.139
H -0.05381 -2.19748 6.40769 0.135
H 8.31136 -0.43430 -2.73035 0.136
H 2.57712 -4.59266 -0.21659 0.073
H 2.87494 -3.37423 -2.42076 0.112
H 1.07273 0.15496 -2.42603 0.070
H -0.73000 1.72836 -2.06031 0.076
H -9.20683 -2.05560 -3.65222 0.133
H -6.30743 -1.46685 -3.61162 0.071
H -10.71353 -2.52251 -1.79651 0.074
H 1.46698 -3.35427 0.40809 0.035
H 4.99160 7.00585 1.81070 0.136
H -7.19139 -2.49494 -2.54805 0.111
```


2.
Molecular formula: C29H23FeO4
Method: DFT, wB97M-V/def2-TZVPD

Its frontier orbital gap (spin up / spin down) is 3.89 / 5.63 eV. For the HOMO energy (spin up / spin down), the calculation gives -0.0530 / -0.1724 Ha. The value obtained for the LUMO energy (spin up / spin down) is 2.45 / 0.94 eV. The charge is -1. Its spin multiplicity is 5.

Structure (XYZ):
```
57
Properties=species:S:1:pos:R:3:mulliken_spin:R:1
Fe 4.11370 -1.98543 3.11620 1.774
O 6.78846 -1.82938 2.06034 -0.011
O 4.59690 -4.80924 2.64982 -0.025
O 5.78673 -2.41239 5.53151 0.013
O -4.48176 -0.73827 -2.69697 0.004
C 2.03082 -2.00138 2.38863 -0.155
C -1.86579 1.59281 -1.54608 0.141
C -5.43326 -2.45213 -1.35723 0.000
C -5.85542 -2.87586 -0.09929 0.000
C 1.21677 0.51348 0.66986 0.354
C -0.72190 0.82713 -1.82035 -0.062
C 1.16989 2.52948 -1.40561 0.003
C 0.78161 -1.50682 2.16411 0.214
C -0.86368 -0.40906 -2.53306 0.112
C -5.20966 -1.08429 -1.55189 0.007
C -3.23420 -0.14194 -2.50383 0.163
C 2.65206 4.85327 -0.91715 0.111
C 0.51864 3.71988 -1.01139 0.134
C -6.15957 -1.93376 0.89927 0.000
C 4.90312 -2.18464 4.79377 0.199
C 1.27717 4.84921 -0.69838 -0.067
C 4.28967 -3.68519 2.78387 -0.014
C 5.65655 -1.71749 2.35519 0.004
C 2.54984 2.60742 -1.76663 0.099
C -5.52036 -0.13172 -0.57968 -0.002
C 3.50809 -0.46662 0.99060 0.339
C 0.59541 1.17127 -1.29082 0.360
C 3.29188 3.75142 -1.49401 -0.055
C 2.61039 0.57357 0.76722 0.060
C -2.10560 -0.86531 -2.92427 -0.046
C -3.11604 1.11684 -1.90410 -0.069
C -5.99273 -0.56201 0.65980 0.001
C 0.45686 -0.78658 0.86919 -0.007
C 3.13961 -1.78632 1.43112 0.173
H 0.76501 5.71528 -0.28537 -0.004
H 1.32374 0.39650 -1.56819 -0.019
H 3.21969 5.74301 -0.66475 0.009
H 0.02692 -1.01243 -2.74985 0.006
H -4.00647 1.70673 -1.68225 -0.003
H -0.62593 -0.58468 0.79304 0.003
H -1.81290 2.51585 -0.97424 0.049
H -6.55395 -2.25690 1.86204 0.000
H 3.04235 1.74243 -2.21736 0.008
H -0.55835 3.76040 -0.89740 0.019
H -6.26050 0.20087 1.39864 0.000
H -5.35513 0.92618 -0.77601 -0.001
H 3.31244 -2.59533 0.70163 0.034
H 0.76571 -1.39862 -0.00011 0.017
H -5.99645 -3.94562 0.08528 0.000
H 4.35445 3.77970 -1.71947 -0.005
H 3.05771 1.54486 0.53280 0.024
H -0.01848 -1.59247 2.91733 0.013
H 4.55736 -0.27002 0.73874 0.050
H 0.63649 1.45311 0.85830 0.019
H 2.21587 -2.64034 3.29737 0.029
H -5.21516 -3.14641 -2.17351 -0.001
H -2.24859 -1.78204 -3.50645 0.001
```


3.
Molecular formula: C22H48N2O5Si
Method: DFT, wB97M-V/def2-TZVPD

Its frontier orbital gap is 9.42 eV. For the HOMO energy, the calculation gives -0.3210 Ha. Its SMILES is CCCCO[Si@@](N)(CCCN)CCCCCOC(C)=O.C1CCOC1.C1CCOC1. The value obtained for the LUMO energy is 0.69 eV. The charge is 0.

Structure (XYZ):
```
78
Properties=species:S:1:pos:R:3:lowdin_charge:R:1
Si 1.58480 0.17327 0.61392 0.400
O -5.26703 -2.29554 0.80559 -0.167
O -3.49830 3.37418 1.46231 0.118
O 3.16172 -0.02224 1.07282 -0.202
O -4.21830 1.60706 2.65548 -0.036
O 3.62991 -1.12278 -3.63123 -0.162
N 0.90903 1.58805 1.41470 0.005
N 3.74185 2.62734 -3.05108 -0.008
C -4.13217 0.37209 1.91764 -0.165
C -5.99903 -3.27690 1.54390 -0.198
C 1.77419 1.99155 -1.55167 -0.244
C -0.85648 -1.29706 0.56509 -0.249
C 0.60407 -1.35756 1.06653 -0.227
C -1.85738 -0.79720 1.62551 -0.205
C 4.28285 4.31530 3.08438 -0.110
C -5.66512 -2.31750 -0.56679 -0.205
C 1.61642 0.49078 -1.22045 -0.208
C -4.41914 2.71631 1.88887 -0.528
C 3.73238 2.89232 3.25674 -0.272
C -6.48439 -3.58824 -0.74867 -0.166
C -7.12697 -3.73767 0.62987 -0.167
C 3.70993 -1.90884 -4.82007 -0.201
C -2.85925 0.22953 1.08518 -0.164
C 5.00635 -2.70232 -4.71596 -0.169
C 5.12656 -2.89621 -3.20477 -0.166
C 3.66872 0.52027 2.28856 -0.253
C 2.33515 2.22656 -2.96999 -0.290
C 4.16247 1.95902 2.12810 -0.204
C -5.86519 3.04828 1.68047 0.017
C 4.60700 -1.56209 -2.68508 -0.206
H 0.52464 1.34162 2.32190 0.036
H 4.10063 2.48523 4.20671 0.107
H 6.14040 -3.10935 -2.86992 0.111
H 2.91592 0.46452 3.08508 0.108
H 4.31600 1.99075 -2.50980 0.056
H 0.71572 0.12064 -1.71782 0.080
H -5.32916 -4.10513 1.79755 0.119
H 3.68322 -1.24224 -5.68258 0.118
H 3.78959 2.34747 1.17706 0.096
H -1.29470 -0.34809 2.45218 0.104
H 4.49256 -0.13182 2.59426 0.117
H 0.62674 -1.52518 2.14869 0.077
H -5.82811 -4.43624 -0.95377 0.115
H -2.40460 -1.64587 2.04426 0.107
H 1.12280 -2.21499 0.61985 0.076
H -4.77126 -2.28917 -1.19105 0.118
H 4.97283 -3.63510 -5.27677 0.110
H -7.45719 -4.75100 0.85146 0.112
H -6.26531 -1.42548 -0.77979 0.118
H 5.41002 -0.81874 -2.63016 0.120
H 4.49791 4.53065 2.03538 0.068
H 3.84949 3.54340 -2.63160 0.058
H -6.35504 -2.82443 2.47020 0.118
H -6.34656 2.28436 1.06841 0.085
H -6.37551 3.09792 2.64265 0.092
H 2.44204 2.48692 -0.84003 0.085
H 2.21071 1.31153 -3.55526 0.095
H -7.98639 -3.07029 0.72070 0.114
H 4.47858 -3.71079 -2.87454 0.114
H -2.36725 1.20221 1.01430 0.102
H 5.84425 -2.10921 -5.08771 0.114
H 1.75933 3.00758 -3.47706 0.103
H -7.20421 -3.50923 -1.56150 0.112
H 2.64144 2.90301 3.32146 0.093
H 2.84054 -2.57390 -4.86802 0.117
H -5.93512 4.01261 1.17535 0.089
H 5.21609 4.44452 3.63824 0.067
H 5.25742 1.97401 2.06494 0.115
H 4.13860 -1.63539 -1.70238 0.110
H -4.19770 -0.42377 2.66069 0.122
H -5.01909 0.26989 1.28292 0.108
H 2.45508 -0.05671 -1.66085 0.056
H 0.80237 2.48662 -1.45151 0.099
H 3.58527 5.06939 3.45491 0.066
H -1.16074 -2.28576 0.21620 0.105
H 0.12181 1.93817 0.87413 0.032
H -0.92254 -0.62864 -0.30181 0.082
H -3.13611 -0.05622 0.06451 0.113
```


4.
Molecular formula: C27H37Cl5N4OReS2Sb
Method: DFT, wB97M-V/def2-TZVPD

Its frontier orbital gap (spin up / spin down) is 5.60 / 5.71 eV. For the HOMO energy (spin up / spin down), the calculation gives -0.6025 / -0.6027 Ha. The value obtained for the LUMO energy (spin up / spin down) is -10.80 / -10.69 eV. The charge is +3. For the energy relative to the best compared isomer or geometry (same formula, charge and spin), the calculation gives 130.8 kJ/mol. Its spin multiplicity is 2.

Structure (XYZ):
```
78
Properties=species:S:1:pos:R:3:mulliken_spin:R:1
Re 0.28148 0.19634 -0.30210 0.817
Sb 1.00545 2.69670 0.47878 -0.079
Cl 5.71580 -2.03798 2.47946 0.032
Cl 6.11017 -1.17372 -0.48905 -0.006
Cl 0.52462 -0.40466 2.00152 -0.021
Cl 3.77201 0.11934 -2.05402 0.015
Cl 2.92341 -1.60693 3.88756 -0.005
S -0.27902 1.27824 -2.30958 0.046
S -1.00181 -1.85659 -0.65400 0.012
O 2.92532 -1.49646 -4.49824 0.002
N 1.02587 -0.48391 -3.83420 -0.006
N -3.46589 -1.26887 -1.54321 -0.002
N -3.42284 -1.87680 0.56412 -0.001
N 0.08109 1.35560 -4.90457 0.011
C 3.17055 -1.18156 2.25222 -0.021
C 2.61390 3.58758 -0.67757 -0.003
C -4.84659 -1.71630 0.28058 0.000
C -0.77757 3.88229 0.03809 0.006
C 1.89245 -1.03269 -4.87636 0.005
C -4.88230 -1.31262 -1.20460 0.001
C -0.76044 2.64134 -7.54836 0.000
C 4.59806 -0.95801 0.27203 -0.038
C 2.32332 -0.88682 -7.30105 0.000
C -2.97159 -2.27592 1.86658 -0.003
C 2.44803 3.43129 -2.17836 0.003
C 3.53389 -0.38632 -0.44433 0.109
C 2.28065 -0.24701 0.14959 -0.016
C 1.58099 3.02986 2.55847 0.008
C 1.88876 -0.85579 -8.61811 0.000
C -0.69840 2.57427 -5.00906 0.001
C -0.55925 5.38099 0.12947 0.001
C -0.38397 -1.12353 -7.88123 0.000
C 1.39542 -0.97862 -6.25448 -0.002
C 2.15914 -0.64887 1.48232 0.004
C 0.31046 0.64336 -3.83307 0.031
C 2.34170 4.33585 2.67180 0.000
C -2.70617 -1.63318 -0.51370 0.016
C 0.03477 -1.12001 -6.56072 -0.001
C 4.42621 -1.35395 1.61447 0.098
C 0.53679 -0.96696 -8.91064 0.000
C -1.57186 2.54242 -6.26381 -0.002
H 1.29397 -0.82680 -2.91003 -0.010
H 0.19956 -0.93924 -9.93553 0.000
H 2.55642 4.53673 3.71914 0.001
H 3.37491 -0.81270 -7.06874 0.000
H -0.00694 3.41952 -5.07421 -0.002
H 2.60852 -0.76119 -9.41680 0.000
H 3.23926 3.98609 -2.67854 -0.001
H -5.40634 -2.04548 -1.82346 0.000
H -0.15233 3.54226 -7.55044 0.000
H -5.37529 -2.65283 0.47058 0.000
H 2.53095 2.38572 -2.46798 -0.002
H -1.89733 -2.45879 1.85657 0.002
H -5.27232 -0.95185 0.93284 0.000
H -5.34116 -0.33301 -1.36583 0.000
H -1.55357 3.56182 0.73652 0.004
H -3.20075 -1.50502 2.60641 0.000
H 1.76254 5.17387 2.29441 0.000
H 0.66360 3.05650 3.14818 0.001
H 3.29021 4.29734 2.14300 0.000
H -1.45792 5.88769 -0.22012 0.000
H 3.53936 3.11946 -0.33637 0.000
H -1.07312 3.59090 -0.97205 -0.003
H -0.68734 -1.26002 -5.76795 0.000
H -1.43079 -1.25324 -8.10803 0.000
H -3.13584 -1.23617 -2.49314 0.000
H -0.38376 5.69827 1.15325 0.000
H -3.48653 -3.18987 2.17075 -0.001
H 0.26970 5.71215 -0.49157 0.000
H -2.25456 3.39178 -6.21617 0.000
H 2.19385 2.19002 2.88741 -0.002
H 1.49257 3.82734 -2.51823 0.000
H -2.17274 1.63125 -6.25945 0.000
H 2.61897 4.64055 -0.39027 -0.001
H -1.43435 2.69589 -8.39741 0.000
H -1.30927 2.69152 -4.11218 0.002
H 0.46779 1.02441 -5.79029 -0.003
H -0.10968 1.78005 -7.69176 0.000
```


Number 1: F_max 4.11 eV/A. Number 2: F_max 4.19 eV/A. Number 3: F_max 0.94 eV/A. Number 4: F_max 2.16 eV/A.